1.
Density functional theory data (the ωB97M-V functional and the def2-TZVPD basis) for 2 unconnected molecules or ions with the total composition C5H9NO at a distorted geometry.

Output
- Charge: 0
- Multiplicity: 1

XYZ file:
```
16
Properties=species:S:1:pos:R:3:lowdin_charge:R:1
C -0.291 0.811 0.937 -0.15
C 0.659 0.064 0.024 -0.32
C 1.805 0.594 -0.390 0.08
C 0.204 -1.314 -0.378 -0.23
O -1.039 -1.197 -1.054 -0.09
C -0.396 0.139 2.240 -0.22
N -0.456 -0.432 3.244 0.14
H -1.823 1.674 -1.862 0.05
H -1.288 0.839 0.485 0.10
H 0.038 1.843 1.092 0.12
H 2.125 1.584 -0.076 0.07
H -1.472 1.017 -1.874 0.03
H 2.468 0.052 -1.059 0.07
H 0.960 -1.785 -1.021 0.12
H 0.096 -1.934 0.525 0.13
H -1.589 -1.956 -0.833 0.10
```


2.
Density functional theory data (the ωB97M-V functional and the def2-TZVPD basis) for a molecular structure, C4H6LaO at a distorted geometry.

Output
- Charge: 0
- Multiplicity: 2

XYZ file:
```
12
Properties=species:S:1:pos:R:3:lowdin_charge:R:1
O -2.172 1.006 -0.442 -0.49
C -1.438 1.990 0.017 -0.46
C -0.456 1.904 0.960 -0.05
H -1.554 2.957 -0.507 0.10
H -0.448 1.050 1.645 0.03
H 0.200 2.758 1.134 0.03
La -1.960 -1.460 -0.669 1.43
C 0.785 -1.497 -0.178 -0.36
C 1.716 -2.272 -0.766 -0.23
H 1.127 -1.089 0.793 -0.03
H 1.501 -2.861 -1.669 0.00
H 2.699 -2.486 -0.320 0.03
```


Energy relative to the best compared isomer or geometry (same formula, charge and spin) for the records above, in order: 61.63; 0.00 kcal/mol